Record 1
The following is a DFT calculation (wB97M-V/def2-TZVPD) of a 3-piece molecular cluster, C22H39N2O3P overall in a non-equilibrium geometry.

molar mass: 410.5 g/mol
highest occupied orbital energy: -7.43 eV
gap between HOMO and LUMO: 0.2292 Eh

```
67
Properties=species:S:1:pos:R:3:forces:R:3:lowdin_charge:R:1
C -2.611 -0.982 -2.165 -0.0006 1.4581 -0.4760 -0.34
P -2.194 -2.540 -1.142 -0.0132 0.2632 1.6310 0.82
C -3.077 -4.106 -1.784 -0.3467 -0.6942 -0.2912 -0.36
C -0.317 -2.789 -0.893 5.4105 0.1634 0.3257 -0.30
C 0.547 -4.030 -1.585 3.4609 1.5010 1.7117 -0.07
C 2.159 -4.212 -1.341 -2.9508 1.9492 0.8665 -0.02
C 3.035 -3.187 -0.357 -1.3150 -0.6562 -0.8190 -0.16
N 4.495 -3.504 -0.196 -2.8173 5.9005 3.7789 0.03
C 5.092 -2.494 0.744 -1.9694 -0.0706 -0.8135 -0.09
C 4.334 -1.233 1.441 -2.4676 -2.1450 -1.9704 -0.07
N 2.872 -0.958 1.234 3.9214 -4.4216 -2.0422 0.04
C 2.217 -1.959 0.326 -0.0329 -0.2968 -0.1777 -0.10
C 0.584 -1.755 0.054 -0.5615 -1.9317 -1.5458 -0.07
C -0.154 -0.442 0.772 0.8122 -0.5749 0.4057 -0.18
C 0.452 1.000 0.284 -0.0380 0.4812 -0.1003 -0.21
C 0.775 1.113 -1.320 -0.0401 1.2957 -0.4617 -0.17
C 2.354 1.539 -1.551 0.4543 -0.1725 0.3739 -0.24
O 2.734 1.628 -2.985 0.9727 -1.7522 1.0374 -0.17
H -3.674 -1.082 -2.680 2.3825 -0.0128 0.9294 0.06
H -1.767 -0.657 -2.916 -1.8463 -0.7453 1.2077 0.04
H -2.728 -0.073 -1.400 0.3311 -2.0952 -1.5593 0.05
H -3.255 -4.099 -2.943 0.4627 -0.3530 2.2233 0.05
H -2.458 -5.032 -1.396 -1.2016 1.8051 -1.0576 0.05
H -4.131 -4.173 -1.229 2.3823 0.3656 -1.2595 0.06
H 0.035 -4.825 -2.313 1.1549 2.0304 1.8402 0.09
H 2.718 -5.112 -1.891 -1.3138 2.2901 1.4548 0.10
H 6.252 -2.625 0.996 -2.8824 0.2300 -0.7220 0.11
H 4.947 -0.525 2.171 -1.6184 -1.6612 -1.8220 0.11
H -1.311 -0.411 0.602 2.2611 -0.5383 0.0547 0.08
H 0.000 -0.587 1.947 -0.2851 0.4403 -2.5564 0.11
H -0.379 1.816 0.537 1.9036 -1.7581 -0.3950 0.12
H 1.452 1.288 0.851 -2.2183 -0.7859 -0.9832 0.10
H 0.121 2.017 -1.747 1.4149 -1.9615 0.7943 0.11
H 0.473 0.177 -1.956 0.8259 1.5979 1.3999 0.11
H 2.578 2.615 -1.095 -0.7020 -2.3126 -0.7839 0.13
H 3.095 0.771 -1.044 -1.7224 1.4817 -0.7180 0.11
H 3.448 0.921 -3.166 -1.9021 1.7337 0.5536 0.11
C 0.082 4.516 -3.845 -0.0279 0.2262 0.0122 -0.08
C -1.069 3.584 -4.180 0.0874 0.0103 0.0985 -0.28
O -2.148 3.660 -3.252 -0.0895 -0.0890 0.1097 -0.17
C -2.798 4.922 -3.131 -0.0335 -0.1230 -0.0426 -0.28
C -3.442 5.395 -4.423 0.1022 0.0110 -0.2423 -0.09
H 0.419 4.361 -2.815 0.0035 -0.0726 -0.1369 0.07
H 0.924 4.342 -4.523 -0.0967 -0.0330 0.1169 0.08
H -0.210 5.566 -3.939 0.0516 -0.0518 -0.0484 0.07
H -0.704 2.552 -4.149 -0.2235 0.0844 0.1333 0.11
H -1.432 3.754 -5.199 0.0193 0.0826 -0.0197 0.11
H -2.104 5.671 -2.737 0.0230 0.0480 -0.0796 0.11
H -3.581 4.797 -2.375 0.2115 -0.2003 -0.0546 0.12
H -2.693 5.609 -5.191 -0.0810 0.0544 0.0720 0.07
H -4.015 6.311 -4.251 0.0563 -0.1100 0.0035 0.08
H -4.113 4.628 -4.824 0.0466 0.1002 0.1198 0.08
C 1.323 -2.410 5.195 -0.0831 -0.1503 0.1545 -0.08
C 0.728 -1.036 4.942 -0.0509 -0.1035 -0.0641 -0.28
O -0.692 -1.047 4.822 -0.0656 0.0414 -0.0902 -0.17
C -1.425 -1.496 5.958 0.0023 0.1167 -0.0687 -0.28
C -1.207 -0.640 7.193 0.2257 0.0868 0.1035 -0.08
H 0.984 -3.124 4.438 0.0777 0.1335 0.0174 0.08
H 2.416 -2.363 5.172 -0.1195 0.0112 -0.0275 0.08
H 1.027 -2.803 6.172 0.0934 0.0299 -0.0350 0.07
H 1.118 -0.656 3.992 -0.2440 0.0093 0.0544 0.10
H 1.038 -0.322 5.712 0.0221 -0.0421 0.0736 0.11
H -1.204 -2.549 6.161 0.0587 0.0062 0.0707 0.11
H -2.484 -1.449 5.682 0.2311 0.0317 -0.1961 0.12
H -0.177 -0.713 7.556 -0.1104 -0.0292 0.0331 0.07
H -1.869 -0.961 8.002 0.0558 0.0305 -0.1063 0.08
H -1.403 0.414 6.973 -0.0476 -0.1568 0.0049 0.08
```
Positions in Å, forces in eV/Å.



Record 2
The following is a DFT calculation (wB97M-V/def2-TZVPD) of C22H39N2OPSiV as an isolated structure in a non-equilibrium geometry.

molar mass: 457.6 g/mol
⟨S²⟩: 0.831
spin multiplicity: 2
highest occupied orbital energy (spin up / spin down): -6.08 / -5.96 eV
gap between HOMO and LUMO (spin up / spin down): 0.2185 / 0.2139 Eh

```
67
Properties=species:S:1:pos:R:3:forces:R:3:lowdin_spin:R:1
V 0.129 0.081 -0.547 -0.0081 -2.8837 -1.2040 1.21
Si 2.348 0.385 -1.677 0.6200 -0.4673 1.5825 -0.03
P -0.094 0.544 -3.045 -1.3197 -0.3785 0.1911 -0.01
N -0.358 -1.561 -0.857 0.4742 2.4262 0.1621 -0.14
H -0.044 2.440 0.838 -0.5494 1.1593 -0.1030 0.00
C -1.913 0.709 -3.119 -0.4645 0.2333 -0.5130 0.00
H -2.219 0.928 -4.150 -0.1117 -0.1333 0.0900 0.00
H -2.255 1.515 -2.458 0.2294 -0.2917 -0.2346 0.00
H -2.374 -0.228 -2.783 0.1521 0.1615 -0.0666 0.00
C 0.403 2.050 -3.952 0.0857 0.0485 -0.2687 0.00
H -0.132 2.048 -4.914 0.2037 0.1528 0.1962 0.00
H 1.484 2.061 -4.135 -0.2439 0.0156 0.0242 0.00
H 0.125 2.944 -3.378 0.0785 -0.3268 -0.1977 0.00
C 0.139 -0.812 -4.260 0.1441 0.1527 -0.0931 0.00
H -0.152 -0.440 -5.258 0.1270 -0.2697 0.2776 0.00
H -0.502 -1.662 -3.976 0.2443 0.3238 -0.0330 0.00
H 1.187 -1.141 -4.271 -0.3163 0.0667 -0.0797 0.00
C 3.058 2.068 -1.180 0.4439 0.1284 -0.1063 -0.01
H 2.728 2.352 -0.172 0.1027 0.0271 -0.2443 0.00
H 2.778 2.846 -1.903 0.0990 -0.0529 0.2471 0.00
H 4.154 1.968 -1.179 -0.2595 0.2665 0.0218 0.00
H 3.240 -0.619 -1.014 0.3260 -0.0275 -0.1219 0.00
H 2.767 0.228 -3.096 -0.2881 -0.0136 -0.2661 0.00
C -0.237 -2.871 -1.115 0.0303 -1.3577 -0.2659 -0.01
C -1.202 -5.112 -1.102 0.2303 -0.2224 -0.1014 0.00
C -1.333 -3.756 -0.869 0.6438 0.5821 -0.0699 -0.02
C 0.976 -3.418 -1.644 -0.6306 0.2429 0.2856 -0.03
C 1.087 -4.785 -1.862 -0.2051 0.0975 0.0212 0.00
C 0.006 -5.633 -1.593 0.0145 -0.1283 0.0026 -0.03
H -2.048 -5.774 -0.899 0.3059 0.1310 -0.1021 0.00
H -2.255 -3.305 -0.491 0.2640 -0.2476 -0.1242 0.00
H 1.797 -2.725 -1.867 -0.2986 -0.3133 0.1431 0.00
H 2.031 -5.182 -2.245 -0.3466 0.0120 0.0945 0.00
H 0.109 -6.704 -1.773 -0.0767 0.2711 0.0665 0.00
C -0.799 2.746 0.050 0.1946 -1.0917 0.4108 0.01
O -1.071 1.524 -0.591 -0.2463 0.9729 0.2795 0.03
C -2.118 3.285 0.622 0.0778 0.3792 0.4181 0.00
H -2.107 4.380 0.606 -0.1605 -0.1350 0.1307 0.00
H -2.263 2.981 1.665 -0.1144 -0.0202 -0.1188 0.00
H -2.984 2.941 0.036 0.4278 -0.0073 0.0501 0.00
C -0.171 3.807 -0.844 0.2389 0.2083 0.1736 0.00
H -0.785 3.982 -1.735 0.0544 -0.0411 0.1601 0.00
H 0.857 3.565 -1.133 -0.3004 -0.1021 -0.0653 0.00
H -0.129 4.741 -0.266 0.0641 -0.0925 -0.2352 0.00
C -1.186 -0.225 5.000 -0.0589 -0.1536 0.2229 0.00
N -1.634 0.045 3.615 -0.1302 -0.3535 -0.5123 0.00
C -3.008 0.631 3.587 0.1177 0.0356 -0.1851 0.00
C -0.650 0.885 2.794 -0.0721 0.5749 0.0528 0.01
C 0.660 0.184 2.643 1.0038 0.0456 0.6423 0.01
C 1.574 0.120 3.713 -0.2398 -0.2168 0.2359 0.00
C 2.644 -0.772 3.670 -0.0354 0.3178 0.1083 0.01
C 2.842 -1.549 2.530 -0.4567 -0.1829 -0.4736 0.00
C 2.005 -1.376 1.414 1.2703 -0.3306 1.0195 0.01
C 0.987 -0.441 1.451 -1.6602 0.5671 -1.8594 0.00
H -0.902 0.724 5.461 -0.0246 -0.2050 -0.0340 0.00
H -0.343 -0.918 4.976 -0.1041 0.2828 0.0288 0.00
H -2.023 -0.672 5.538 0.1209 0.0421 0.0329 0.00
H -1.667 -0.859 3.121 0.0535 0.2694 0.0816 0.00
H -2.964 1.630 4.036 -0.0461 -0.2818 -0.1232 0.00
H -3.344 0.695 2.543 0.1407 0.0320 0.3627 0.00
H -3.670 -0.022 4.162 0.0493 0.1822 -0.1138 0.00
H -1.175 1.029 1.840 0.3771 -0.1199 0.1497 0.00
H -0.581 1.850 3.317 -0.1035 -0.2108 0.0102 0.00
H 1.433 0.758 4.587 0.0407 -0.1984 -0.0015 0.00
H 3.309 -0.869 4.531 -0.1118 0.1293 -0.2882 0.00
H 3.658 -2.270 2.498 -0.1380 0.0797 0.0308 0.00
H 2.175 -1.967 0.514 0.0711 0.2396 0.1986 0.00
```
Positions in Å, forces in eV/Å.



Record 3
The following is a DFT calculation (wB97M-V/def2-TZVPD) of a 2-piece molecular cluster, C22H39N3O6PS overall in a non-equilibrium geometry.

molar mass: 504.6 g/mol
⟨S²⟩: 0.754
spin multiplicity: 2
highest occupied orbital energy (spin up / spin down): -8.47 / -9.41 eV
gap between HOMO and LUMO (spin up / spin down): 0.2875 / 0.3219 Eh

```
72
Properties=species:S:1:pos:R:3:forces:R:3:lowdin_spin:R:1
C 1.972 -0.715 1.059 0.1878 -0.1231 0.1772 0.00
C 2.161 -0.252 -0.036 -0.0123 1.1881 -0.0832 0.00
C 2.347 0.679 -1.203 0.0710 -0.6661 0.0622 0.00
C 2.308 2.201 -0.783 -0.4707 -0.1955 1.4831 0.00
C 3.689 2.475 -0.065 0.2926 0.3066 -0.3801 0.00
C 4.546 3.653 -0.612 0.1011 -0.8433 1.5135 0.00
S 5.333 3.402 -2.249 0.1857 0.1096 -0.3576 0.00
C 5.545 1.659 -2.526 -0.6553 1.0781 0.3809 0.00
N 6.278 0.764 -1.957 -0.2342 0.5529 -0.1450 0.00
N 6.001 -0.412 -2.613 -0.2963 -0.8104 -0.3313 0.00
C 5.125 -0.156 -3.524 0.2364 0.2714 0.1343 0.00
O 4.787 1.164 -3.549 0.1803 -0.7581 0.1448 0.00
C 1.203 2.479 0.323 0.4602 1.1522 -1.6344 0.00
C -0.260 2.424 -0.199 -1.1928 -0.3731 2.9413 0.03
C -0.829 0.966 -0.321 0.6699 0.0653 0.1845 0.02
C -1.131 3.057 0.969 -0.4759 -0.6797 -0.5003 0.01
N -0.520 3.265 -1.378 0.5610 -2.0991 -0.5232 0.36
O -1.730 3.204 -1.795 0.1354 0.6513 0.2157 0.52
C 0.483 3.159 -2.450 0.5788 1.4231 -2.2724 0.03
C 0.158 2.041 -3.514 -0.9720 0.5810 0.5709 0.02
C 0.342 4.504 -3.282 0.4279 -0.4902 0.1035 0.01
C 1.969 3.155 -1.969 -0.1249 -0.9226 -0.0422 0.00
H 1.839 -1.067 2.073 0.0298 -0.0131 -0.7059 0.00
H 3.347 0.452 -1.622 -0.5560 0.1898 0.0509 0.00
H 1.613 0.429 -1.987 0.2707 0.1803 0.3312 0.00
H 4.331 1.570 -0.078 -0.4344 0.4330 0.0043 0.00
H 3.502 2.685 1.008 0.1154 -0.0184 -0.5513 0.00
H 5.368 3.815 0.116 -0.4025 -0.0926 -0.4603 0.00
H 3.950 4.583 -0.597 0.3970 -0.3572 -0.6361 0.00
H 4.659 -0.856 -4.218 0.2307 0.4307 0.2210 0.00
H 1.379 3.546 0.606 -0.1115 -0.5685 -0.0679 0.00
H 1.367 1.895 1.243 -0.3267 -0.0376 -0.5703 0.00
H -0.656 0.479 0.661 -0.1405 0.2515 -0.5464 0.00
H -0.297 0.348 -1.063 -0.3799 0.2414 0.2279 0.00
H -1.914 0.965 -0.509 0.5295 0.1572 -0.1534 0.00
H -0.754 2.730 1.957 -0.0238 0.3940 -0.5130 0.00
H -2.154 2.637 0.882 0.4754 0.4572 0.0740 0.00
H -1.213 4.152 0.869 0.2864 -0.4356 0.2363 0.00
H -0.787 2.368 -3.994 0.4575 -0.3881 0.2681 0.00
H 0.919 2.032 -4.312 -0.0986 -0.2217 0.5657 0.00
H -0.056 1.059 -3.065 0.4270 0.2748 -0.3498 0.00
H 1.287 4.653 -3.847 -0.5435 0.0669 0.2956 0.00
H 0.170 5.352 -2.594 0.1382 -0.3371 -0.3989 0.00
H -0.476 4.431 -4.017 0.2132 0.1628 0.4805 0.00
H 2.218 4.217 -1.767 0.1029 -0.7150 0.2207 0.00
H 2.572 2.818 -2.838 -0.3396 0.4977 0.3497 0.00
O -2.537 -1.935 2.834 -0.1557 -1.2587 3.6569 0.00
P -2.724 -3.407 2.608 0.1672 0.1022 -8.1998 0.00
O -1.414 -3.753 1.687 -0.2465 -0.1545 0.8828 0.00
C -0.130 -3.791 2.306 0.2593 -0.2113 0.0148 0.00
C 0.083 -5.093 3.059 -0.0339 0.0296 0.1940 0.00
O -3.859 -3.319 1.412 -0.3601 -0.2481 0.9283 0.00
C -4.738 -2.198 1.323 -0.0049 0.3004 -0.2955 0.00
C -4.254 -1.221 0.270 0.1415 0.0455 -0.1396 0.00
O -3.076 -5.029 2.757 0.4961 1.6544 2.9808 0.00
C -4.179 -5.406 3.613 -0.4100 -0.3963 -0.0898 0.00
C -5.500 -5.398 2.864 -0.1409 0.3388 0.0294 0.00
H -0.006 -2.928 2.968 -0.0199 0.0223 -0.0300 0.00
H 0.608 -3.707 1.507 -0.1440 0.0796 -0.0751 0.00
H -0.582 -5.156 3.924 0.0533 -0.0254 0.0062 0.00
H 1.111 -5.164 3.419 -0.0231 0.0221 -0.0281 0.00
H -0.131 -5.950 2.421 0.0398 0.0485 -0.0470 0.00
H -4.857 -1.712 2.293 0.1472 0.0375 -0.0331 0.00
H -5.723 -2.577 1.036 0.0833 -0.1666 0.0076 0.00
H -3.220 -0.921 0.447 -0.0612 0.0004 0.1866 0.00
H -4.878 -0.325 0.255 -0.0161 -0.0325 -0.0136 0.00
H -4.282 -1.684 -0.718 -0.0774 0.0006 0.0243 0.00
H -4.218 -4.753 4.488 -0.0121 -0.0730 0.0323 0.00
H -3.969 -6.417 3.962 0.1933 0.0837 -0.0215 0.00
H -5.879 -4.381 2.755 -0.0038 -0.0344 -0.0786 0.00
H -6.253 -5.968 3.410 0.0969 -0.0611 0.0237 0.00
H -5.387 -5.815 1.864 0.0612 -0.0740 0.0690 0.00
```
Positions in Å, forces in eV/Å.